[1]
Molecular formula: C7H12N2O5S
Method: DFT, ωB97M-V/def2-TZVPD

Summary:
E   -1157.72339 hartree
Max |F|   7.89 eV Å⁻¹
HOMO energy   -9.292 eV
SMILES   N[C@@H](CS)C(=O)N[C@@H](CC(=O)O)C(=O)O
HOMO-LUMO gap   9.51 eV
Lowest unoccupied orbital energy   0.223 eV

Last column: natural (NBO) charge in e.
Cartesian coordinates (Å):
1 C -2.04 -0.73 -0.50  -0.150
2 C -1.06 0.47 -0.16  0.681
3 C -3.38 -0.63 0.40  -0.508
4 C 1.44 0.92 0.67  -0.120
5 C 1.56 1.99 -0.51  0.784
6 C 2.64 0.20 1.02  -0.549
7 C 3.48 -0.65 0.06  0.841
8 H -1.74 -2.64 -1.20  0.390
9 H -0.81 -2.42 0.16  0.391
10 H -2.42 -0.52 -1.47  0.220
11 H -3.11 -0.16 1.40  0.234
12 H -3.82 -1.77 0.50  0.226
13 H -3.90 1.52 -0.71  0.178
14 H 0.25 -0.93 -0.53  0.473
15 H 0.84 1.36 1.57  0.248
16 H 3.28 0.99 1.50  0.266
17 H 2.52 -0.45 1.80  0.253
18 H 3.34 -2.17 -1.32  0.503
19 H -0.16 2.80 0.24  0.518
20 N -1.23 -1.87 -0.65  -0.852
21 N 0.28 0.05 0.04  -0.692
22 O -1.54 1.46 0.36  -0.666
23 O 2.54 1.93 -1.39  -0.579
24 O 4.65 -0.76 0.11  -0.537
25 O 2.65 -1.51 -0.78  -0.752
26 O 0.62 3.12 -0.41  -0.704
27 S -4.89 0.42 -0.20  -0.096

---

[2]
Molecular formula: C25H72N4O13
Method: DFT, ωB97M-V/def2-TZVPD

Summary:
E   -2192.52233 hartree
Max |F|   3.08 eV Å⁻¹
HOMO energy   -9.147 eV
SMILES   COC[C@H](C)N.COC[C@H](C)N.COC[C@H](C)N.COC[C@H](C)N.OCCO.OCCO.OCCO.OCCO.CO
HOMO-LUMO gap   9.17 eV
Lowest unoccupied orbital energy   0.025 eV

Last column: Löwdin charge in e.
Cartesian coordinates (Å):
1 C 3.33 9.31 -0.28  -0.221
2 O 2.32 9.43 -1.18  -0.099
3 H 3.47 8.25 -0.05  0.083
4 H 4.22 9.78 -0.70  0.079
5 H 3.19 9.76 0.70  0.075
6 H 2.09 10.37 -1.20  0.083
7 C -1.00 -3.04 1.74  -0.070
8 C -1.89 -4.34 1.75  -0.397
9 C -2.00 -5.00 0.37  -0.217
10 O -2.76 -6.15 0.54  -0.167
11 C -3.10 -6.70 -0.67  -0.149
12 N -1.16 -5.24 2.66  0.022
13 H -0.04 -3.25 1.28  0.071
14 H -0.77 -2.55 2.69  0.062
15 H -1.52 -2.19 1.30  0.068
16 H -2.81 -4.05 2.26  0.131
17 H -0.99 -5.19 0.01  0.131
18 H -2.50 -4.32 -0.33  0.125
19 H -3.63 -7.65 -0.67  0.092
20 H -2.21 -6.96 -1.24  0.085
21 H -3.62 -5.98 -1.31  0.087
22 H -1.07 -4.73 3.52  0.063
23 H -1.75 -6.04 2.86  0.065
24 C -1.14 -0.51 -4.25  -0.086
25 C -0.34 -0.74 -5.51  -0.435
26 C 1.15 -0.99 -5.26  -0.193
27 O 1.87 -1.55 -6.34  -0.186
28 C 3.25 -1.47 -6.10  -0.126
29 N -1.12 -1.74 -6.21  0.030
30 H -0.71 0.30 -3.65  0.076
31 H -1.25 -1.41 -3.65  0.082
32 H -2.14 -0.15 -4.49  0.078
33 H -0.44 0.17 -6.10  0.138
34 H 1.37 -1.67 -4.44  0.126
35 H 1.57 0.01 -5.11  0.123
36 H 3.85 -2.22 -6.63  0.088
37 H 3.46 -1.63 -5.05  0.077
38 H 3.57 -0.45 -6.34  0.087
39 H -2.07 -1.46 -6.05  0.057
40 H -1.18 -2.50 -5.55  0.063
41 C 3.34 -8.80 1.27  -0.049
42 C 4.22 -7.92 2.25  -0.411
43 C 4.74 -6.66 1.49  -0.206
44 O 5.57 -5.89 2.37  -0.212
45 C 5.90 -4.58 1.93  -0.106
46 N 3.41 -7.55 3.40  0.038
47 H 3.80 -8.90 0.29  0.072
48 H 2.33 -8.40 1.27  0.068
49 H 3.32 -9.78 1.76  0.070
50 H 5.10 -8.50 2.53  0.128
51 H 3.97 -6.11 0.95  0.120
52 H 5.38 -6.91 0.64  0.113
53 H 5.00 -3.98 1.84  0.087
54 H 6.48 -4.69 1.02  0.083
55 H 6.61 -4.11 2.61  0.084
56 H 3.80 -6.73 3.84  0.061
57 H 2.54 -7.24 2.97  0.059
58 C -5.24 3.68 -2.14  -0.061
59 C -5.73 3.44 -0.64  -0.379
60 C -7.24 2.99 -0.59  -0.181
61 O -8.14 3.97 -1.05  -0.198
62 C -9.44 3.49 -1.32  -0.119
63 N -4.85 2.39 -0.11  0.006
64 H -5.21 2.76 -2.73  0.066
65 H -4.23 4.03 -2.34  0.062
66 H -6.00 4.32 -2.60  0.063
67 H -5.40 4.32 -0.09  0.125
68 H -7.36 2.76 0.47  0.115
69 H -7.49 2.09 -1.15  0.122
70 H -10.14 4.31 -1.44  0.091
71 H -9.75 2.88 -0.47  0.081
72 H -9.45 2.79 -2.16  0.085
73 H -3.89 2.69 -0.17  0.063
74 H -4.99 2.33 0.89  0.060
75 C -2.31 4.68 4.88  -0.250
76 C -3.76 4.08 4.99  -0.204
77 O -3.83 2.73 4.46  -0.093
78 O -2.00 4.78 3.52  -0.060
79 H -1.62 4.03 5.42  0.111
80 H -2.29 5.61 5.45  0.114
81 H -4.54 4.73 4.58  0.117
82 H -3.96 3.84 6.03  0.104
83 H -3.05 2.29 4.81  0.071
84 H -2.00 5.70 3.22  0.090
85 C 2.43 6.22 -4.85  -0.223
86 C 2.60 4.74 -4.89  -0.209
87 O 1.24 4.20 -4.72  -0.105
88 O 3.73 6.75 -5.27  -0.089
89 H 2.41 6.47 -3.79  0.114
90 H 1.58 6.65 -5.38  0.127
91 H 3.05 4.32 -3.99  0.118
92 H 3.08 4.35 -5.79  0.126
93 H 0.93 4.44 -3.85  0.069
94 H 3.58 7.69 -5.39  0.071
95 C 2.25 1.60 -0.29  -0.245
96 C 1.69 2.85 0.39  -0.261
97 O 0.44 3.14 -0.14  -0.057
98 O 3.58 1.33 0.17  -0.073
99 H 2.32 1.72 -1.38  0.118
100 H 1.75 0.65 -0.16  0.118
101 H 2.37 3.65 0.10  0.121
102 H 1.67 2.70 1.47  0.124
103 H -0.17 3.43 0.54  0.084
104 H 3.34 1.13 1.08  0.070
105 C 3.21 -1.87 6.64  -0.212
106 C 2.93 -0.55 5.86  -0.251
107 O 2.99 -0.56 4.45  -0.075
108 O 2.14 -2.80 6.38  -0.080
109 H 3.03 -1.53 7.66  0.110
110 H 4.22 -2.24 6.45  0.121
111 H 3.64 0.21 6.21  0.116
112 H 1.93 -0.16 6.05  0.113
113 H 2.55 -1.37 4.16  0.076
114 H 2.38 -3.62 6.82  0.080

---

[3]
Molecular formula: C5H7NOS
Method: DFT, ωB97M-V/def2-TZVPD

Summary:
E   -722.80377 hartree
Max |F|   2.13 eV Å⁻¹
HOMO energy   -8.663 eV
SMILES   S=C1C[C@@H]2CCON12
HOMO-LUMO gap   8.79 eV
Lowest unoccupied orbital energy   0.126 eV

Last column: natural (NBO) charge in e.
Cartesian coordinates (Å):
1 C -1.58 -0.08 -0.49  0.067
2 C -1.35 -0.28 1.00  -0.491
3 C 0.04 -0.82 0.59  -0.064
4 C 1.21 0.20 0.49  -0.463
5 C 1.15 0.66 -0.98  -0.101
6 H -1.96 -1.11 1.45  0.243
7 H -1.31 0.63 1.54  0.239
8 H 0.34 -1.78 1.00  0.207
9 H 1.11 1.05 1.21  0.227
10 H 2.17 -0.37 0.70  0.226
11 H 0.54 1.56 -1.14  0.191
12 H 2.18 0.80 -1.44  0.209
13 N -0.45 -0.86 -0.81  -0.142
14 O 0.50 -0.41 -1.70  -0.344
15 S -2.59 0.79 -1.42  -0.005

---

[4]
Molecular formula: C6H9N
Method: DFT, ωB97M-V/def2-TZVPD

Summary:
E   -288.66377 hartree
Max |F|   8.71 eV Å⁻¹
HOMO energy   -9.483 eV
SMILES   C[C@@H]1[C@H](C)[C@@H]1C#N
HOMO-LUMO gap   10.25 eV
Lowest unoccupied orbital energy   0.764 eV

Last column: natural (NBO) charge in e.
Cartesian coordinates (Å):
1 C -1.40 -1.23 -0.05  -0.622
2 C -0.01 -1.00 0.32  -0.206
3 C 1.00 -0.11 -0.36  -0.181
4 C 0.65 1.22 -1.16  -0.642
5 C 0.65 -0.02 1.13  -0.373
6 C -0.26 0.96 1.64  0.292
7 N -1.00 1.75 2.04  -0.318
8 H -1.89 -0.25 -0.10  0.216
9 H -1.56 -1.74 -1.00  0.229
10 H -1.90 -1.80 0.74  0.225
11 H 0.66 -1.92 -0.24  0.254
12 H 2.04 -0.38 -0.57  0.222
13 H 1.44 1.98 -1.32  0.220
14 H 0.27 1.07 -2.18  0.209
15 H -0.15 1.78 -0.67  0.218
16 H 1.47 -0.29 1.77  0.258

---

[5]
Molecular formula: C2H6BrNO2S2
Method: DFT, ωB97M-V/def2-TZVPD

Summary:
E   -3655.32123 hartree
Max |F|   2.49 eV Å⁻¹
HOMO energy   -8.807 eV
HOMO-LUMO gap   8.99 eV
Lowest unoccupied orbital energy   0.180 eV

Last column: natural (NBO) charge in e.
Cartesian coordinates (Å):
1 C -1.29 1.14 0.06  -0.637
2 C -1.17 -0.27 -0.54  -0.621
3 N 0.87 -0.57 1.42  -1.159
4 O 0.26 -2.53 -0.22  -0.909
5 O 1.42 -0.52 -0.94  -0.868
6 S 2.95 -0.46 -0.41  0.510
7 S 0.33 -1.14 0.12  2.171
8 Br 2.96 1.62 -0.08  -0.065
9 H -0.24 1.40 -0.09  0.234
10 H -1.86 1.84 -0.63  0.222
11 H -1.62 1.43 1.04  0.232
12 H -1.06 -0.10 -1.63  0.259
13 H -1.85 -1.13 -0.31  0.241
14 H 0.29 -0.72 2.21  0.390

---

[6]
Molecular formula: C16H40IrN7OS
Method: DFT, ωB97M-V/def2-TZVPD

Summary:
E   -1593.77254 hartree
Max |F|   0.26 eV Å⁻¹
HOMO energy (spin up / spin down)   -17.482 / -18.103 eV
2S+1   2
HOMO-LUMO gap (spin up / spin down)   8.86 / 8.36 eV
Total charge   +3
Lowest unoccupied orbital energy (spin up / spin down)   -8.625 / -9.746 eV

Last column: natural (NBO) charge in e.
Cartesian coordinates (Å):
1 Ir 1.16 0.27 -0.18  0.758
2 C 1.28 3.47 -1.63  -0.446
3 C 0.28 3.20 -0.51  -0.222
4 N 0.72 2.22 0.53  -0.558
5 C 1.92 2.70 1.28  -0.249
6 C 2.55 1.54 2.01  -0.238
7 N 2.86 0.48 1.01  -0.533
8 C 3.27 -0.77 1.72  -0.221
9 C 3.64 -1.91 0.78  -0.449
10 C 2.51 -2.48 -0.05  -0.218
11 N 1.91 -1.51 -1.02  -0.565
12 C 2.89 -1.16 -2.10  -0.244
13 C 2.42 0.04 -2.89  -0.250
14 N 2.18 1.16 -1.94  -0.636
15 C 1.55 2.33 -2.60  -0.222
16 H 0.85 4.29 -2.22  0.274
17 H 2.22 3.87 -1.25  0.222
18 H 0.07 4.15 0.00  0.235
19 H -0.66 2.83 -0.92  0.201
20 H -0.04 2.16 1.21  0.400
21 H 2.62 3.12 0.57  0.214
22 H 1.64 3.50 1.98  0.249
23 H 3.46 1.85 2.53  0.247
24 H 1.87 1.11 2.74  0.222
25 H 3.67 0.79 0.48  0.393
26 H 4.12 -0.53 2.36  0.234
27 H 2.43 -1.06 2.35  0.217
28 H 4.50 -1.63 0.17  0.223
29 H 4.02 -2.72 1.41  0.275
30 H 2.88 -3.35 -0.61  0.231
31 H 1.70 -2.82 0.60  0.215
32 H 1.17 -2.02 -1.50  0.398
33 H 3.85 -0.94 -1.63  0.208
34 H 3.05 -2.02 -2.76  0.249
35 H 3.17 0.31 -3.64  0.241
36 H 1.49 -0.17 -3.41  0.233
37 H 3.10 1.48 -1.63  0.380
38 H 2.19 2.68 -3.41  0.232
39 H 0.62 1.99 -3.06  0.200
40 C -1.98 0.16 -0.03  -0.064
41 N -2.90 -0.94 0.18  -0.473
42 C -3.64 -1.35 -1.02  -0.437
43 C -3.83 -0.57 1.26  -0.245
44 C -3.38 -1.10 2.62  -0.237
45 N -3.69 -2.55 2.74  -0.209
46 C -4.95 -2.90 3.43  -0.426
47 C -2.92 -3.41 2.21  0.114
48 H -2.50 1.06 -0.41  0.187
49 H -0.82 -1.17 -1.01  0.415
50 H -1.53 0.43 0.92  0.209
51 H -4.21 -0.52 -1.47  0.205
52 H -4.34 -2.14 -0.75  0.230
53 H -2.98 -1.77 -1.77  0.208
54 H -4.82 -0.99 1.03  0.236
55 H -3.98 0.51 1.32  0.224
56 H -3.88 -0.58 3.43  0.254
57 H -2.30 -0.98 2.76  0.226
58 H -5.76 -2.34 2.98  0.246
59 H -4.85 -2.62 4.48  0.258
60 H -5.13 -3.97 3.34  0.250
61 H -3.17 -4.46 2.26  0.243
62 H 0.51 -0.41 1.11  -0.129
63 H -2.03 -3.04 1.73  0.221
64 O -0.71 -0.74 -3.46  -0.766
65 S -1.33 0.30 -2.63  1.172
66 N -0.86 -0.15 -0.97  -0.815

---

[7]
Molecular formula: C2H8N2O
Method: DFT, ωB97M-V/def2-TZVPD

Summary:
E   -265.61206 hartree
Max |F|   4.91 eV Å⁻¹
HOMO energy   -9.200 eV
SMILES   C=N.NCO
HOMO-LUMO gap   8.21 eV
Lowest unoccupied orbital energy   -0.991 eV

Last column: natural (NBO) charge in e.
Cartesian coordinates (Å):
1 C -0.87 1.54 0.34  0.072
2 N 0.41 1.78 0.50  -0.743
3 H -1.51 1.27 1.19  0.195
4 H -1.36 1.95 -0.55  0.157
5 H 0.55 2.79 0.37  0.403
6 H 0.37 0.61 -0.44  0.456
7 N 0.12 -1.60 0.86  -0.861
8 C -0.13 -1.40 -0.58  0.087
9 O 0.49 -0.24 -1.10  -0.777
10 H 1.03 -2.01 1.00  0.360
11 H 0.07 -0.73 1.37  0.350
12 H 0.24 -2.29 -1.10  0.171
13 H -1.22 -1.34 -0.70  0.131